1.
C26H26AsN7OS5V as an isolated structure at a distorted geometry, computed with wB97M-V/def2-TZVPD.

Last column: Mulliken charge in e.
Element x y z (Å)
1 V -2.24 0.93 1.23  0.37
2 O 0.47 1.26 3.06  -0.51
3 C -0.26 1.57 4.22  -0.95
4 C -1.54 2.37 4.03  1.03
5 C -1.89 3.15 5.13  -0.89
6 C -2.99 3.99 5.07  -0.21
7 C -3.68 4.05 3.88  -1.03
8 C -3.30 3.24 2.83  0.23
9 N -2.25 2.36 2.88  0.38
10 H 0.12 0.43 2.70  -0.06
11 H 0.39 2.20 4.83  0.44
12 H -0.50 0.67 4.79  0.30
13 H -1.27 3.10 6.02  0.33
14 H -3.27 4.59 5.93  0.38
15 H -4.55 4.69 3.74  0.42
16 H -3.85 3.28 1.91  -0.09
17 S -1.97 -1.23 2.99  -0.41
18 C -0.75 -2.32 2.37  0.26
19 C -0.72 -3.68 2.77  -0.78
20 C 0.24 -4.54 2.28  -0.22
21 C 1.19 -4.07 1.37  -0.73
22 C 1.09 -2.74 1.02  -0.34
23 N 0.17 -1.89 1.48  0.02
24 H -1.47 -4.02 3.47  0.38
25 H 0.25 -5.57 2.61  0.34
26 H 1.96 -4.70 0.97  0.41
27 H 1.80 -2.31 0.31  0.35
28 S -5.36 0.73 -2.01  -0.67
29 As -4.79 1.91 -0.29  0.52
30 S -2.64 2.51 -0.49  -0.50
31 S -4.62 0.69 1.55  -0.49
32 S -5.99 3.65 0.08  -0.68
33 C -2.18 -3.75 -1.35  -0.92
34 N -3.08 -2.62 -1.22  0.17
35 C -4.51 -2.85 -1.35  -0.83
36 C -2.65 -1.54 -0.58  0.11
37 N -2.32 -0.61 0.01  0.21
38 H -2.25 -4.18 -2.35  0.33
39 H -2.43 -4.53 -0.62  0.31
40 H -1.15 -3.43 -1.17  0.23
41 H -4.73 -3.20 -2.36  0.29
42 H -5.03 -1.90 -1.17  0.16
43 H -4.85 -3.60 -0.62  0.29
44 N 3.32 0.34 -3.80  0.06
45 C 4.57 0.39 -4.39  0.65
46 C 5.04 0.00 -5.65  -1.02
47 C 6.38 0.19 -5.89  -0.38
48 C 7.23 0.74 -4.91  -0.44
49 C 6.75 1.12 -3.67  -0.69
50 C 5.39 0.93 -3.41  0.48
51 N 4.66 1.21 -2.26  -0.72
52 C 3.44 0.85 -2.54  0.11
53 C 2.26 0.93 -1.64  1.38
54 C 2.40 1.36 -0.34  -0.94
55 C 1.26 1.42 0.47  -0.63
56 N 0.05 1.08 0.04  0.71
57 C -0.08 0.69 -1.22  -0.97
58 C 1.00 0.60 -2.09  -1.46
59 H 2.46 0.02 -4.22  0.14
60 H 4.38 -0.43 -6.40  0.38
61 H 6.79 -0.10 -6.85  0.36
62 H 8.28 0.87 -5.14  0.37
63 H 7.39 1.54 -2.92  0.41
64 H 3.37 1.64 0.05  0.48
65 H 1.32 1.72 1.51  0.74
66 H -1.09 0.49 -1.55  0.85
67 H 0.81 0.28 -3.11  0.20

Summary:
2S+1 = 2
F_max = 1.39 eV Å⁻¹
Net charge = -2
<S²> = 0.779
Kohn-Sham gap (alpha / beta) = 4.08 / 3.27 eV
Molar mass = 738.74 g/mol
Electronic energy = -180568.3281 eV

2.
C26H26BrIrN8O2P as an isolated structure at a distorted geometry, computed with wB97M-V/def2-TZVPD.

Last column: Mulliken charge in e.
Element x y z (Å)
1 Ir 0.86 0.01 0.03  1.71
2 C 4.79 3.74 -1.00  -0.77
3 N 4.02 2.49 -1.13  0.13
4 C 4.30 1.48 -2.01  -0.49
5 C 3.38 0.51 -1.80  -0.61
6 N 2.55 0.92 -0.79  -0.25
7 C 2.95 2.13 -0.40  0.21
8 P 2.18 3.14 0.92  -0.24
9 C 2.06 1.78 2.13  0.13
10 N 1.50 0.59 1.88  -0.07
11 C 1.64 -0.18 3.00  -0.59
12 C 2.28 0.56 3.94  -0.54
13 N 2.54 1.78 3.38  0.11
14 C 3.17 2.90 4.09  -0.81
15 C 0.48 2.97 0.29  0.20
16 N -0.05 1.82 -0.12  -0.09
17 C -1.31 2.08 -0.60  -0.42
18 C -1.53 3.42 -0.49  -0.47
19 N -0.40 3.96 0.07  0.13
20 C -0.24 5.38 0.42  -0.81
21 H 5.54 3.76 -1.79  0.33
22 H 5.29 3.78 -0.03  0.34
23 H 4.13 4.60 -1.12  0.33
24 H 5.12 1.54 -2.71  0.49
25 H 3.26 -0.44 -2.30  0.60
26 H 1.23 -1.18 3.07  0.61
27 H 2.55 0.32 4.96  0.51
28 H 3.87 2.50 4.82  0.35
29 H 2.42 3.50 4.60  0.33
30 H 3.72 3.52 3.38  0.35
31 H -1.95 1.31 -0.99  0.43
32 H -2.38 4.02 -0.74  0.50
33 H -0.82 5.98 -0.27  0.34
34 H 0.81 5.66 0.35  0.37
35 H -0.60 5.55 1.44  0.34
36 C 2.96 -2.41 0.47  -1.04
37 O 1.63 -1.97 0.07  -0.28
38 C 0.52 -2.75 0.38  0.93
39 C 0.52 -3.75 1.31  -0.38
40 C -0.68 -4.43 1.54  -0.66
41 Br -0.71 -5.80 2.83  -0.08
42 C -1.82 -4.12 0.84  -0.63
43 C -1.82 -3.11 -0.13  0.09
44 C -0.63 -2.41 -0.34  0.68
45 O -0.55 -1.35 -1.28  -0.79
46 C -3.06 -2.90 -0.87  -0.04
47 N -4.11 -3.67 -0.66  -0.59
48 C -5.06 -3.25 -1.53  0.52
49 C -6.36 -3.73 -1.73  -0.75
50 C -7.13 -3.11 -2.68  -0.56
51 C -6.62 -2.03 -3.44  -0.45
52 C -5.34 -1.54 -3.27  -0.94
53 C -4.57 -2.17 -2.31  0.76
54 N -3.28 -1.96 -1.85  0.18
55 H 3.10 -3.43 0.10  0.45
56 H 3.06 -2.36 1.55  0.39
57 H 3.65 -1.73 -0.01  0.31
58 H 1.42 -4.02 1.86  0.56
59 H -2.74 -4.66 1.02  0.72
60 H -0.05 -1.65 -2.06  0.21
61 H -6.73 -4.56 -1.14  0.46
62 H -8.14 -3.44 -2.87  0.42
63 H -7.26 -1.58 -4.19  0.40
64 H -4.98 -0.71 -3.87  0.40
65 H -2.61 -1.32 -2.21  0.04

Summary:
2S+1 = 1
F_max = 1.50 eV Å⁻¹
Net charge = +3
Kohn-Sham gap (alpha / beta) = 3.46 / 3.47 eV
Molar mass = 785.64 g/mol
Electronic energy = -125544.4725 eV

3.
An isolated ion of composition C26H26Cl2NO6S and charge -1 at a distorted geometry, computed with wB97M-V/def2-TZVPD.

Last column: Mulliken charge in e.
Element x y z (Å)
1 C -1.62 -0.90 -4.18  -1.41
2 C -3.09 -0.71 -3.87  1.67
3 C -3.94 -0.88 -5.14  -1.78
4 O -3.55 -1.70 -2.91  -0.38
5 C -3.06 -1.57 -1.63  -0.24
6 O -3.22 -2.53 -0.88  -0.81
7 C -2.50 -0.29 -1.24  -0.83
8 C -1.99 -0.15 0.19  1.38
9 C -1.32 1.20 0.45  0.77
10 C -0.51 1.72 -0.55  -1.05
11 C 0.10 2.97 -0.41  0.67
12 C -0.05 3.71 0.80  0.32
13 N 0.60 4.90 0.97  0.08
14 C 1.63 5.31 0.04  -0.69
15 C 1.29 4.95 -1.39  -0.91
16 C 0.91 3.49 -1.54  -0.82
17 C 0.68 5.52 2.27  -0.71
18 C -0.62 5.36 3.04  -0.90
19 C -1.02 3.89 3.12  -0.76
20 C -0.87 3.17 1.83  -0.43
21 C -1.50 1.94 1.63  -0.88
22 C -3.00 0.84 -2.02  0.69
23 O -3.16 1.97 -1.60  -0.67
24 O -3.37 0.59 -3.34  -0.42
25 H -1.02 -0.75 -3.27  0.28
26 H -1.47 -1.92 -4.56  0.33
27 H -1.32 -0.18 -4.95  0.36
28 H -5.00 -0.70 -4.92  0.40
29 H -3.62 -0.17 -5.91  0.37
30 H -3.83 -1.90 -5.53  0.38
31 H -1.20 -0.92 0.22  0.29
32 H -0.35 1.18 -1.49  0.49
33 H 1.75 6.39 0.16  0.37
34 H 2.58 4.83 0.33  0.32
35 H 0.46 5.58 -1.74  0.31
36 H 2.16 5.17 -2.02  0.38
37 H 1.81 2.86 -1.64  0.35
38 H 0.34 3.36 -2.48  0.35
39 H 1.52 5.08 2.85  0.30
40 H 0.92 6.57 2.11  0.42
41 H -0.48 5.77 4.04  0.38
42 H -1.40 5.94 2.54  0.29
43 H -0.38 3.40 3.87  0.27
44 H -2.05 3.79 3.48  0.38
45 H -2.20 1.57 2.37  0.27
46 Cl -4.17 -6.59 5.40  -0.22
47 C -3.80 -5.08 4.66  0.44
48 C -4.67 -3.99 4.82  -0.76
49 C -4.36 -2.75 4.24  -0.15
50 C -3.18 -2.61 3.51  -0.28
51 S -2.65 -0.97 2.94  1.61
52 C -3.08 -0.61 1.14  -0.91
53 Cl -4.51 0.42 0.97  -0.13
54 O -3.44 -0.05 3.74  -0.72
55 O -1.21 -0.93 3.02  -0.64
56 C -2.30 -3.69 3.36  -0.21
57 C -2.62 -4.93 3.92  -0.77
58 H -5.59 -4.12 5.39  0.38
59 H -5.01 -1.90 4.40  0.44
60 H -3.35 -1.61 0.78  0.96
61 H -1.36 -3.55 2.83  0.39
62 H -1.94 -5.77 3.81  0.38

Summary:
2S+1 = 1
F_max = 2.39 eV Å⁻¹
Net charge = -1
Kohn-Sham gap = 6.52 eV
Molar mass = 551.47 g/mol
SMILES = CC1(C)OC(=O)C([C@@H](c2cc3c4c(c2)CCCN4CCC3)[C@H](Cl)S(=O)(=O)c2ccc(Cl)cc2)=C([O-])O1
Electronic energy = -77041.6333 eV

4.
C26H26F4N2O2 in the gas phase, computed with wB97M-V/def2-TZVPD.

Last column: Mulliken charge in e.
Element x y z (Å)
1 C 3.05 2.30 0.96  -1.80
2 H 2.30 2.98 1.35  0.35
3 H 3.87 2.23 1.67  0.44
4 H 3.43 2.71 0.02  0.43
5 C 2.49 0.90 0.71  1.55
6 C 3.48 0.05 -0.03  -2.07
7 C 2.95 -0.50 -1.10  -0.63
8 H 3.45 -1.16 -1.78  0.54
9 C 1.51 -0.10 -1.29  1.33
10 N 1.32 0.89 -0.21  0.43
11 C 0.24 1.64 0.05  0.83
12 O 0.15 2.37 1.04  -0.80
13 C -0.95 1.62 -0.86  -0.31
14 C -1.07 2.58 -1.87  -0.05
15 C -2.23 2.64 -2.62  -0.55
16 C -3.28 1.77 -2.36  -0.75
17 C -3.18 0.85 -1.33  -0.61
18 C -2.02 0.79 -0.57  -0.04
19 H -1.95 0.09 0.25  0.52
20 H -4.00 0.19 -1.11  0.49
21 H -4.19 1.83 -2.95  0.42
22 H -2.32 3.38 -3.40  0.42
23 H -0.26 3.26 -2.06  0.49
24 C 1.29 0.48 -2.69  -0.72
25 H 0.28 0.88 -2.77  0.03
26 C 1.46 -0.58 -3.78  -0.92
27 C 0.51 -1.74 -3.53  -0.61
28 C 0.76 -2.36 -2.16  -1.10
29 C 0.59 -1.32 -1.07  -0.08
30 H -0.44 -0.99 -1.06  -0.15
31 H 0.83 -1.76 -0.09  0.15
32 H 1.76 -2.79 -2.13  0.40
33 H 0.05 -3.18 -1.99  0.40
34 H 0.63 -2.50 -4.31  0.42
35 H -0.52 -1.38 -3.58  0.31
36 H 2.49 -0.95 -3.80  0.38
37 H 1.26 -0.13 -4.75  0.43
38 H 2.00 1.30 -2.85  0.33
39 H 4.48 -0.07 0.35  0.58
40 C 2.09 0.15 2.00  -0.22
41 O 2.41 -1.01 2.19  -0.66
42 N 1.37 0.88 2.88  -0.01
43 H 0.94 1.72 2.52  0.46
44 C 0.69 0.22 3.98  -1.61
45 C -0.66 -0.26 3.52  0.64
46 C -1.80 0.49 3.77  -0.67
47 C -3.01 0.07 3.25  0.29
48 C -3.13 -1.08 2.48  -0.81
49 C -1.97 -1.81 2.24  0.13
50 C -0.75 -1.41 2.75  -0.13
51 H 0.15 -1.99 2.55  0.57
52 C -2.09 -3.03 1.36  0.82
53 F -0.95 -3.73 1.27  -0.30
54 F -3.03 -3.88 1.80  -0.30
55 F -2.43 -2.70 0.10  -0.23
56 H -4.08 -1.39 2.09  0.53
57 F -4.12 0.79 3.50  -0.36
58 H -1.76 1.40 4.35  0.47
59 H 0.60 0.93 4.81  0.46
60 H 1.31 -0.63 4.29  0.44

Summary:
2S+1 = 1
F_max = 0.60 eV Å⁻¹
Net charge = 0
Kohn-Sham gap = 9.87 eV
Molar mass = 474.50 g/mol
SMILES = C[C@]1(C(=O)NCc2cc(F)cc(C(F)(F)F)c2)C=CC2(CCCCC2)N1C(=O)c1ccccc1
Electronic energy = -45331.3085 eV

5.
C26H26N11OOsP as an isolated structure, computed with wB97M-V/def2-TZVPD.

Last column: Mulliken charge in e.
Element x y z (Å)
1 Os -0.41 -0.33 0.51  0.93
2 N 1.01 -1.86 -2.17  -0.05
3 C -0.33 -1.70 -2.21  0.57
4 N -1.10 -1.93 -3.29  -0.62
5 N -2.32 -1.71 -2.91  -0.50
6 N -2.33 -1.34 -1.68  1.23
7 N -1.07 -1.31 -1.16  -0.47
8 C 1.75 -1.79 -1.01  0.32
9 N 2.96 -2.22 -0.88  -0.38
10 N 3.28 -1.94 0.42  -0.41
11 N 2.33 -1.36 1.03  -0.20
12 N 1.28 -1.24 0.14  0.35
13 H 1.47 -2.22 -3.00  0.27
14 N 0.28 0.44 2.18  -0.56
15 C 0.59 0.75 3.26  0.91
16 N 0.93 1.08 4.44  -0.05
17 C -0.08 1.28 5.52  -0.76
18 C -0.03 0.08 6.46  -0.50
19 C 1.39 -0.14 6.98  -0.66
20 C 2.39 -0.30 5.83  -0.52
21 C 2.34 0.90 4.90  -0.74
22 H -1.05 1.42 5.05  0.43
23 H 0.20 2.20 6.03  0.32
24 H -0.38 -0.81 5.93  0.28
25 H -0.72 0.27 7.29  0.36
26 H 1.42 -1.02 7.63  0.33
27 H 1.69 0.72 7.60  0.32
28 H 2.17 -1.21 5.26  0.30
29 H 3.41 -0.40 6.21  0.35
30 H 2.98 0.79 4.03  0.48
31 H 2.61 1.81 5.42  0.29
32 O -2.00 0.92 0.57  -0.68
33 P -3.09 1.43 -0.42  1.39
34 C -2.30 1.92 -1.95  0.28
35 C -0.92 2.05 -2.03  -0.30
36 C -0.32 2.39 -3.24  -0.82
37 C -1.11 2.60 -4.36  -0.56
38 C -2.50 2.49 -4.28  -0.78
39 C -3.09 2.14 -3.08  -0.31
40 C -4.18 0.07 -0.78  -0.14
41 C -3.56 -1.30 -0.82  0.29
42 C -4.50 -2.38 -1.26  -1.02
43 C -5.80 -2.13 -1.52  -0.51
44 C -6.34 -0.83 -1.41  -0.90
45 C -5.50 0.24 -1.04  0.13
46 C -4.01 2.76 0.29  0.43
47 C -4.71 2.51 1.48  -0.43
48 C -5.41 3.53 2.09  -0.81
49 C -5.43 4.79 1.51  -0.46
50 C -4.74 5.04 0.34  -0.80
51 C -4.03 4.03 -0.28  -0.32
52 H -0.30 1.93 -1.15  0.61
53 H 0.75 2.50 -3.30  0.48
54 H -0.65 2.87 -5.30  0.45
55 H -3.11 2.66 -5.16  0.44
56 H -4.17 2.03 -3.03  0.45
57 H -3.16 -1.55 0.17  0.24
58 H -4.09 -3.38 -1.34  0.49
59 H -6.45 -2.95 -1.81  0.45
60 H -7.38 -0.65 -1.62  0.46
61 H -5.93 1.24 -0.96  0.49
62 H -4.70 1.51 1.92  0.43
63 H -5.95 3.34 3.01  0.43
64 H -5.98 5.59 1.99  0.43
65 H -4.76 6.03 -0.10  0.44
66 H -3.48 4.23 -1.19  0.38

Summary:
2S+1 = 5
F_max = 0.58 eV Å⁻¹
Net charge = +2
<S²> = 6.051
Kohn-Sham gap (alpha / beta) = 7.94 / 6.53 eV
Molar mass = 729.77 g/mol
Electronic energy = -57561.1916 eV

6.
C26H26N2O2S2V as an isolated structure, computed with wB97M-V/def2-TZVPD.

Last column: Mulliken charge in e.
Element x y z (Å)
1 V -0.72 0.15 0.28  1.07
2 C -1.69 -2.87 0.53  -1.62
3 C -1.52 -2.01 -0.66  0.99
4 N -0.36 -1.41 -0.87  -0.53
5 N -0.05 -1.02 -2.15  0.18
6 C 0.64 0.07 -2.23  0.58
7 S 0.94 1.10 -0.83  -0.29
8 S 1.25 0.68 -3.71  -0.03
9 C 0.91 -0.69 -4.87  -1.17
10 C 1.79 -1.89 -4.66  0.82
11 C 1.25 -3.11 -4.28  -0.14
12 C 2.08 -4.22 -4.11  -0.69
13 C 3.44 -4.10 -4.31  -0.44
14 C 3.99 -2.88 -4.69  -0.61
15 C 3.17 -1.78 -4.87  -0.46
16 C -2.65 -1.64 -1.52  0.53
17 C -3.42 -2.46 -2.34  -0.89
18 C -4.47 -1.90 -3.06  -0.78
19 C -4.76 -0.55 -2.95  -0.48
20 C -4.02 0.28 -2.10  -0.84
21 C -2.99 -0.29 -1.40  1.00
22 O -2.25 0.46 -0.47  -0.35
23 H -1.86 -3.89 0.15  0.40
24 H -2.59 -2.61 1.09  0.38
25 H -0.80 -2.90 1.15  0.41
26 H 1.09 -0.21 -5.83  0.50
27 H -0.15 -0.93 -4.80  0.42
28 H 0.18 -3.20 -4.14  0.40
29 H 1.65 -5.17 -3.84  0.39
30 H 4.08 -4.97 -4.19  0.40
31 H 5.05 -2.80 -4.87  0.40
32 H 3.60 -0.84 -5.18  0.37
33 H -3.19 -3.51 -2.43  0.51
34 H -5.06 -2.53 -3.71  0.45
35 H -5.58 -0.13 -3.51  0.44
36 H -4.27 1.33 -1.98  0.51
37 C 1.40 5.49 5.60  -1.52
38 C 1.08 4.19 4.95  0.60
39 C 0.26 4.13 3.81  -0.99
40 C -0.03 2.95 3.18  1.23
41 C -0.94 2.99 1.99  -1.30
42 C 0.54 1.74 3.72  0.58
43 C 0.35 0.49 3.15  -0.36
44 O -0.25 0.23 2.04  -0.88
45 C 1.35 1.78 4.91  0.94
46 C 1.93 0.55 5.54  -1.91
47 C 1.60 3.00 5.49  -0.79
48 H 0.86 6.32 5.14  0.37
49 H 2.47 5.69 5.52  0.36
50 H 1.16 5.45 6.66  0.39
51 H -0.16 5.05 3.43  0.35
52 H -1.39 3.98 1.90  0.46
53 H -1.75 2.26 2.07  0.30
54 H -0.39 2.83 1.06  0.16
55 H 0.73 -0.39 3.66  0.48
56 H 2.59 0.01 4.86  0.43
57 H 1.14 -0.14 5.87  0.43
58 H 2.51 0.82 6.42  0.38
59 H 2.22 3.05 6.37  0.44

Summary:
2S+1 = 2
F_max = 0.15 eV Å⁻¹
Net charge = +2
<S²> = 0.771
Kohn-Sham gap (alpha / beta) = 5.31 / 5.53 eV
Molar mass = 513.58 g/mol
Electronic energy = -81801.9158 eV

Q: Number 6 is which compound?
A: C26H26N2O2S2V

Q: What is the formula in the third record?
A: C26H26Cl2NO6S

Repeat the fourth record exactly.
C26H26F4N2O2 in the gas phase, computed with wB97M-V/def2-TZVPD.

Last column: Mulliken charge in e.
Element x y z (Å)
1 C 3.05 2.30 0.96  -1.80
2 H 2.30 2.98 1.35  0.35
3 H 3.87 2.23 1.67  0.44
4 H 3.43 2.71 0.02  0.43
5 C 2.49 0.90 0.71  1.55
6 C 3.48 0.05 -0.03  -2.07
7 C 2.95 -0.50 -1.10  -0.63
8 H 3.45 -1.16 -1.78  0.54
9 C 1.51 -0.10 -1.29  1.33
10 N 1.32 0.89 -0.21  0.43
11 C 0.24 1.64 0.05  0.83
12 O 0.15 2.37 1.04  -0.80
13 C -0.95 1.62 -0.86  -0.31
14 C -1.07 2.58 -1.87  -0.05
15 C -2.23 2.64 -2.62  -0.55
16 C -3.28 1.77 -2.36  -0.75
17 C -3.18 0.85 -1.33  -0.61
18 C -2.02 0.79 -0.57  -0.04
19 H -1.95 0.09 0.25  0.52
20 H -4.00 0.19 -1.11  0.49
21 H -4.19 1.83 -2.95  0.42
22 H -2.32 3.38 -3.40  0.42
23 H -0.26 3.26 -2.06  0.49
24 C 1.29 0.48 -2.69  -0.72
25 H 0.28 0.88 -2.77  0.03
26 C 1.46 -0.58 -3.78  -0.92
27 C 0.51 -1.74 -3.53  -0.61
28 C 0.76 -2.36 -2.16  -1.10
29 C 0.59 -1.32 -1.07  -0.08
30 H -0.44 -0.99 -1.06  -0.15
31 H 0.83 -1.76 -0.09  0.15
32 H 1.76 -2.79 -2.13  0.40
33 H 0.05 -3.18 -1.99  0.40
34 H 0.63 -2.50 -4.31  0.42
35 H -0.52 -1.38 -3.58  0.31
36 H 2.49 -0.95 -3.80  0.38
37 H 1.26 -0.13 -4.75  0.43
38 H 2.00 1.30 -2.85  0.33
39 H 4.48 -0.07 0.35  0.58
40 C 2.09 0.15 2.00  -0.22
41 O 2.41 -1.01 2.19  -0.66
42 N 1.37 0.88 2.88  -0.01
43 H 0.94 1.72 2.52  0.46
44 C 0.69 0.22 3.98  -1.61
45 C -0.66 -0.26 3.52  0.64
46 C -1.80 0.49 3.77  -0.67
47 C -3.01 0.07 3.25  0.29
48 C -3.13 -1.08 2.48  -0.81
49 C -1.97 -1.81 2.24  0.13
50 C -0.75 -1.41 2.75  -0.13
51 H 0.15 -1.99 2.55  0.57
52 C -2.09 -3.03 1.36  0.82
53 F -0.95 -3.73 1.27  -0.30
54 F -3.03 -3.88 1.80  -0.30
55 F -2.43 -2.70 0.10  -0.23
56 H -4.08 -1.39 2.09  0.53
57 F -4.12 0.79 3.50  -0.36
58 H -1.76 1.40 4.35  0.47
59 H 0.60 0.93 4.81  0.46
60 H 1.31 -0.63 4.29  0.44

Summary:
2S+1 = 1
F_max = 0.60 eV Å⁻¹
Net charge = 0
Kohn-Sham gap = 9.87 eV
Molar mass = 474.50 g/mol
SMILES = C[C@]1(C(=O)NCc2cc(F)cc(C(F)(F)F)c2)C=CC2(CCCCC2)N1C(=O)c1ccccc1
Electronic energy = -45331.3085 eV